Density functional theory data (ωB97M-V with the def2-TZVPD basis set) for a gas-phase ion, C2H4N3 (charge +1).

Output
Kohn-Sham gap: 10.847 eV
multiplicity: 1
structure (SMILES): [NH+]#C/N=C/N
DFT total energy: -6600.93062 eV
HOMO energy: -15.8 eV
charge: +1

Geometry as XYZ:
```
9
C2H4N3, DFT ωB97M-V with the def2-TZVPD basis set
H -1.439 1.348 0.253
H -0.255 -1.347 -0.146
N 3.189 0.040 -0.031
N 0.785 0.393 0.074
C -0.389 -0.214 0.056
H -2.255 -0.228 0.106
C 2.006 0.075 0.029
H 4.135 -0.136 -0.101
N -1.511 0.396 -0.113
```

Atom charges from the natural (NBO) analysis, given in e for atoms 1 to 4: 0.44 0.22 -0.53 -0.58